{
  "formula": "C12H40AsCsF6N4O8",
  "method": "wB97M-V/def2-TZVPD",
  "charge": 0,
  "multiplicity": 1,
  "relative_energy_kcal_mol": 51.1,
  "e_lumo_ev": -1.55,
  "symbols": ["Cs", "As", "F", "F", "F", "F", "F", "F", "C", "O", "H", "H", "H", "H", "C", "O", "H", "H", "H", "H", "C", "O", "H", "H", "H", "H", "C", "O", "H", "H", "H", "H", "C", "O", "N", "N", "H", "H", "H", "H", "C", "O", "N", "N", "H", "H", "H", "H", "C", "C", "C", "O", "H", "H", "H", "H", "H", "H", "H", "H", "C", "C", "C", "O", "H", "H", "H", "H", "H", "H", "H", "H"],
  "positions_angstrom": [[-2.5712, -2.2766, -4.6533], [-0.9391, -0.9558, -0.9387], [-1.0566, -0.7387, -2.7680], [-0.5433, 0.7965, -0.8376], [-0.7725, -1.0826, 0.9029], [-1.3725, -2.6809, -1.0658], [0.7958, -1.4634, -1.1163], [-2.6872, -0.7019, -0.7894], [-5.9486, -0.2205, -1.1216], [-5.2489, -1.4161, -0.9989], [-5.1842, 0.5366, -1.2965], [-6.4236, -0.2628, -2.1017], [-6.6303, -0.0198, -0.2951], [-4.3385, -1.1297, -0.8949], [-3.5705, -4.1963, 0.5943], [-4.6462, -5.1071, 0.8519], [-2.9568, -4.4346, -0.2745], [-3.9549, -3.1911, 0.4214], [-2.8230, -4.2290, 1.3869], [-5.5057, -4.7102, 0.6922], [-0.5263, -3.4203, 3.4843], [-0.1525, -3.3777, 2.0958], [-1.5999, -3.2316, 3.4770], [-0.3780, -4.3553, 4.0245], [-0.0430, -2.6792, 4.1209], [-0.2253, -2.4782, 1.7684], [-0.5822, 1.5758, 2.5960], [0.6911, 1.5228, 1.8601], [-0.5012, 2.2513, 3.4476], [-1.5063, 1.8460, 2.0849], [-0.7422, 0.5559, 2.9457], [0.6232, 1.8516, 0.9607], [2.0974, 0.3124, -4.1523], [2.5045, 0.6505, -5.2468], [1.8692, 1.1956, -3.2278], [1.5226, -0.8086, -3.8338], [2.3925, 2.0520, -3.3410], [1.2136, 1.0279, -2.4780], [1.0110, -0.8097, -2.9630], [1.5521, -1.5938, -4.4684], [2.9287, -0.8516, 3.7110], [3.7212, -1.5026, 4.3192], [1.9759, -1.2523, 2.9501], [2.6778, 0.4153, 3.8050], [1.8302, -2.2394, 2.7939], [1.4873, -0.5787, 2.3778], [3.2999, 1.0417, 4.2957], [1.8132, 0.7293, 3.3879], [-0.9362, 4.5710, -0.2741], [-2.2485, 5.2377, -0.1272], [-3.3720, 4.5620, -0.9926], [-2.6646, 5.2299, 1.2548], [-0.9522, 3.5171, -0.5518], [-0.2810, 4.6037, 0.5964], [-0.3964, 4.9011, -1.1617], [-2.1250, 6.3079, -0.2933], [-4.3394, 4.8622, -0.5900], [-3.3146, 3.4736, -0.9954], [-3.2337, 5.0686, -1.9478], [-1.9415, 5.6504, 1.7259], [5.7331, -0.7306, -2.2574], [5.5274, -0.4531, -0.7774], [4.1034, -0.8164, -0.3177], [6.4381, -1.1192, -0.0194], [5.4929, -1.7038, -2.6855], [6.7428, -0.4447, -2.5523], [5.1128, -0.0107, -2.7913], [5.6874, 0.6174, -0.6488], [3.9542, -1.8960, -0.3038], [3.3271, -0.3343, -0.9119], [3.9214, -0.5303, 0.7183], [7.1874, -0.9289, -0.5885]],
  "forces_ev_per_angstrom": [[0.0491, 0.0236, 0.2821], [1.0136, -1.0460, 1.5921], [-0.1822, -0.2880, 1.8145], [-0.4363, -1.9569, -0.2520], [-0.4044, 0.5952, -2.8162], [0.5080, 1.5116, -0.2835], [-2.2063, 1.1299, 0.1273], [1.4626, 0.6690, -0.1694], [0.3159, 0.5633, -1.4526], [0.5085, -1.1190, 0.4005], [-0.3529, 0.7916, 0.6361], [-0.9334, 0.1768, 0.1967], [0.0644, 0.1222, -0.1267], [0.0938, -0.6816, 0.2665], [-0.1290, 0.2047, -0.1343], [0.5623, -0.2731, -0.0574], [-0.4448, -0.4853, -0.4253], [0.1440, 0.0897, 0.3073], [-0.3998, 0.1659, 0.4230], [0.2838, 0.2917, -0.1067], [-0.9990, 0.7044, -0.3675], [0.8629, -1.1309, 1.0347], [-0.2097, 0.0623, 0.5613], [0.3321, -0.4090, -0.9014], [0.1792, 0.3241, -0.2934], [-0.2069, 0.0309, 0.1658], [0.6456, -0.5907, -0.0605], [-1.1694, 0.3038, 0.6429], [0.2826, -0.0092, -0.0315], [0.4525, 0.1852, -0.7570], [-0.0319, 0.0626, 0.2373], [-0.3541, -0.0056, 0.0143], [-1.0250, 1.1167, -2.7723], [1.6651, -0.5801, -1.1051], [0.4359, 3.5460, 3.0378], [-0.9338, -3.8850, 0.1449], [-0.5843, 0.0638, 0.3702], [0.5258, 0.4238, 0.0887], [0.4665, -0.9676, -0.4653], [-0.0663, 0.2215, 0.3595], [0.2646, -0.0274, 1.4578], [2.1489, -1.4466, 0.9720], [-3.7578, -4.6441, -3.9785], [1.0586, 5.9903, 1.6812], [0.0223, 0.1621, -0.2833], [-0.0121, -0.6628, -0.2474], [-0.3061, -0.0931, -0.1364], [0.8123, 0.8251, 0.4074], [1.6477, -1.3165, -1.1196], [-1.4449, -0.3171, 0.9849], [0.9107, 1.7805, 0.9632], [-0.1572, -0.5836, -0.0601], [-0.7642, -0.4361, 0.4804], [-0.0249, 0.4942, 0.0345], [0.2047, 0.7869, 0.1310], [-0.2355, 0.0456, -1.0062], [0.0067, 0.0176, -0.0445], [0.2564, 0.1677, -0.2163], [-0.3199, -0.7200, -0.4615], [-0.0478, 0.0068, 0.3317], [-0.3847, 0.9773, -0.7150], [-3.0075, 0.2935, -0.9370], [0.2468, 0.1042, 0.3949], [1.6257, -0.8371, 0.5936], [0.0430, -0.2363, 0.5925], [0.3100, -0.1979, -0.0048], [-0.1867, 0.0267, -0.2096], [-0.2306, 0.4520, 0.0022], [0.0707, -0.0855, -0.4009], [0.1082, -0.0696, -0.2043], [0.2309, 0.2531, 0.0909], [1.1279, -0.6624, 0.7815]]
}

---

{
  "formula": "C41H76FNbO16P3",
  "method": "wB97M-V/def2-TZVPD",
  "charge": -1,
  "multiplicity": 1,
  "relative_energy_kcal_mol": 0.0,
  "e_lumo_ev": 0.18,
  "symbols": ["C", "C", "C", "O", "O", "C", "C", "Nb", "F", "C", "C", "O", "C", "C", "C", "C", "C", "C", "C", "C", "C", "O", "C", "C", "C", "C", "C", "C", "C", "H", "H", "H", "H", "H", "H", "H", "H", "H", "H", "H", "H", "H", "H", "H", "H", "H", "H", "H", "H", "H", "H", "H", "H", "H", "H", "H", "H", "H", "H", "H", "O", "P", "O", "C", "C", "O", "C", "C", "O", "C", "C", "H", "H", "H", "H", "H", "H", "H", "H", "H", "H", "H", "H", "H", "H", "H", "O", "P", "O", "C", "C", "O", "C", "C", "O", "C", "C", "H", "H", "H", "H", "H", "H", "H", "H", "H", "H", "H", "H", "H", "H", "H", "O", "P", "O", "C", "C", "O", "C", "C", "O", "C", "C", "H", "H", "H", "H", "H", "H", "H", "H", "H", "H", "H", "H", "H", "H", "H"],
  "positions_angstrom": [[1.9201, -8.2950, -1.6888], [1.1890, -8.2147, -3.1186], [-0.1165, -7.2984, -3.1528], [-0.6798, -7.1463, -4.2776], [-0.6634, -6.6057, -2.0236], [0.2502, -5.4464, -1.8001], [-0.5242, -4.0875, -1.4713], [0.9761, -2.3354, -1.6869], [1.3977, -3.0599, -3.6186], [2.4868, -0.6763, -2.0778], [3.9409, -1.2981, -1.7518], [4.2197, -1.8095, -0.6152], [5.1255, -1.3598, -2.8402], [5.2156, -2.5489, -3.8455], [6.4253, -2.5545, -4.8511], [7.4892, -1.4107, -4.7963], [7.3869, -0.2210, -3.8060], [6.1814, -0.1956, -2.8000], [0.3089, -1.5066, 0.3082], [1.4591, -0.8844, 1.2340], [2.0176, -1.9525, 2.3316], [0.8099, 0.1737, 2.0428], [1.5497, 1.4089, 1.9577], [1.4039, 2.0420, 0.4932], [0.0794, 1.9044, -0.2938], [0.0349, 2.4999, -1.7357], [1.2484, 3.2233, -2.4036], [2.5665, 3.3659, -1.5870], [2.6312, 2.7685, -0.1407], [2.7959, -9.0343, -1.6606], [1.1871, -8.4911, -0.8378], [2.3757, -7.2563, -1.4918], [1.9770, -7.8152, -3.8636], [0.9776, -9.2938, -3.4549], [0.9774, -5.7006, -0.9395], [0.9095, -5.3899, -2.7458], [-0.8835, -4.1473, -0.3768], [-1.4071, -3.9652, -2.1867], [-0.3835, -1.3510, -2.4571], [2.2152, -3.4523, -0.9355], [2.2637, 0.2142, -1.3982], [2.4125, -0.3476, -3.1720], [4.4276, -3.3728, -3.8414], [6.5344, -3.4264, -5.5960], [8.3794, -1.4430, -5.5107], [8.1608, 0.6211, -3.7389], [6.0779, 0.6510, -2.0310], [-0.5622, -0.7613, 0.1980], [-0.1388, -2.3959, 0.9050], [2.3827, -0.5014, 0.6879], [1.2220, -2.0462, 3.1593], [2.9700, -1.5331, 2.8367], [2.2381, -2.9694, 1.8664], [2.6682, 1.1814, 2.1666], [1.2410, 2.1613, 2.7803], [-0.8080, 1.3826, 0.1838], [-0.9157, 2.3780, -2.3477], [1.1662, 3.6208, -3.4721], [3.4633, 3.8769, -2.0920], [3.6443, 2.8815, 0.3929], [-1.6153, 0.9707, -6.9731], [-0.5775, 1.0193, -8.0991], [0.7029, 0.4218, -7.2250], [0.5419, -0.6810, -6.3360], [1.1601, -1.9309, -6.9298], [-0.2223, 2.6302, -7.9641], [-1.2262, 3.5585, -7.5783], [-1.0337, 3.9390, -6.1224], [0.4720, 1.0605, -9.4509], [0.8052, -0.1573, -10.0964], [-0.4185, -0.9454, -10.5168], [-0.5026, -0.8770, -6.0904], [1.0576, -0.4260, -5.4063], [0.6030, -2.2526, -7.8154], [1.1493, -2.7478, -6.2044], [2.1921, -1.7470, -7.2412], [-2.2284, 3.1627, -7.7610], [-1.1124, 4.4480, -8.2057], [-1.0633, 3.0606, -5.4742], [-1.8057, 4.6411, -5.7969], [-0.0536, 4.4018, -5.9766], [1.4604, -0.7496, -9.4551], [1.3873, 0.1024, -10.9851], [-1.0081, -1.2548, -9.6476], [-0.1263, -1.8418, -11.0685], [-1.0695, -0.3365, -11.1498], [-3.7094, 0.2208, 4.9945], [-3.8615, -0.8636, 3.9220], [-4.5436, -2.0232, 4.9039], [-5.5495, -1.6885, 5.8496], [-6.9049, -2.1757, 5.3743], [-2.3053, -1.4105, 3.9770], [-1.2328, -0.5135, 4.2511], [-0.7814, -0.6879, 5.6894], [-4.0419, -1.9712, 2.6308], [-5.3314, -2.1820, 2.0805], [-5.9930, -0.8915, 1.6424], [-5.5998, -0.6168, 6.0494], [-5.2904, -2.1874, 6.7880], [-7.2206, -1.6258, 4.4832], [-7.6612, -2.0307, 6.1499], [-6.8687, -3.2354, 5.1091], [-1.5128, 0.5216, 4.0395], [-0.4104, -0.7667, 3.5783], [-1.6033, -0.5182, 6.3890], [0.0314, 0.0025, 5.9295], [-0.4347, -1.7113, 5.8579], [-5.9536, -2.7283, 2.7921], [-5.2039, -2.8327, 1.2112], [-6.1700, -0.2275, 2.4955], [-6.9532, -1.0964, 1.1633], [-5.3543, -0.3516, 0.9387], [-0.0373, 6.5411, 6.2644], [-0.4237, 5.0958, 6.5945], [-1.0465, 5.3945, 8.1096], [-1.8787, 6.5198, 8.3547], [-3.3216, 6.0836, 8.5223], [1.0825, 4.5931, 7.0563], [2.2432, 5.1285, 6.4341], [2.8859, 6.1515, 7.3515], [-0.8708, 3.4619, 6.8244], [-2.2403, 3.1043, 6.7214], [-2.8575, 3.5460, 5.4115], [-1.8169, 7.2695, 7.5640], [-1.5282, 6.9863, 9.2800], [-3.7172, 5.6928, 7.5807], [-3.9462, 6.9255, 8.8311], [-3.4057, 5.2884, 9.2676], [2.0110, 5.5562, 5.4557], [2.9392, 4.3013, 6.2664], [2.1894, 6.9539, 7.6030], [3.7727, 6.5899, 6.8867], [3.1787, 5.6847, 8.2961], [-2.7922, 3.4997, 7.5764], [-2.2914, 2.0144, 6.7918], [-2.8570, 4.6382, 5.3206], [-3.8895, 3.1966, 5.3378], [-2.2887, 3.1507, 4.5661]],
  "forces_ev_per_angstrom": [[0.1600, 1.1277, -0.0092], [1.0857, -0.4228, 1.0559], [-2.1802, 0.7715, -3.4492], [2.0281, -0.8354, 4.3464], [2.0157, -1.2030, -1.8297], [1.0703, 0.9004, 0.4454], [0.1622, -1.4691, 0.0016], [0.3191, -0.1446, -2.0454], [-0.3492, 0.8557, 2.1066], [2.2063, 0.1338, -0.4202], [0.1946, -0.8644, 2.1466], [-0.8849, 2.1841, -3.8280], [1.7879, 0.2358, -1.7740], [3.0989, 3.2387, -0.1328], [-0.4843, 2.5620, 2.7512], [-2.3979, 0.1226, 1.8768], [-3.1556, -2.8701, 0.6371], [0.5135, -2.9826, -2.7189], [-0.0702, -0.2093, 0.9728], [-0.1899, -1.3481, 0.9434], [-0.2571, 0.6653, 0.0098], [1.4753, 1.2087, -0.6388], [0.7815, 0.2310, -0.4970], [0.2255, 1.3521, -2.5210], [3.5757, 2.1901, -1.8424], [2.6161, 0.2028, 1.5526], [0.2585, -1.5661, 3.9065], [-3.2839, -1.8167, 1.1853], [-2.5215, 0.0429, -2.4527], [-1.4599, 0.8813, -0.1946], [0.9691, 0.0775, -1.2059], [-0.6306, -1.6165, -0.1440], [-1.6078, -0.3801, 1.0126], [-0.2493, 1.7944, 0.3399], [-1.3174, 0.4190, -1.1969], [-1.0569, 0.4333, 1.3680], [0.3120, 0.0572, -1.7075], [1.1356, -0.2066, 0.9935], [-0.5314, -0.2063, 0.2608], [-0.4453, -0.6823, 0.4464], [0.4178, -1.1745, -0.7485], [0.2662, -0.3835, 1.4739], [1.2203, 1.3802, -0.0042], [-0.1303, 1.6669, 1.3343], [-1.4837, 0.0065, 1.1056], [-1.2354, -1.5538, -0.3164], [0.1012, -1.5351, -1.3630], [1.4807, -1.0429, 0.1316], [0.6431, 1.3102, -0.9447], [-1.4598, -0.2164, 0.5075], [1.1450, -0.0554, -1.3483], [-1.4321, -0.6946, -0.9036], [-0.2560, 1.4240, 0.5481], [-1.5960, 0.5044, -0.4798], [0.0267, -1.3526, -1.3349], [1.3762, 0.7873, -0.8522], [1.4266, 0.1668, 0.9471], [0.1201, -0.7018, 1.8006], [-1.4836, -0.9388, 1.0953], [-1.9334, -0.3943, -0.6680], [-1.4952, -1.7817, -3.6591], [5.8753, 4.2197, 5.7846], [-0.9148, -0.7393, -1.0642], [0.2928, -0.5390, 0.5519], [0.0724, -0.0906, -0.1312], [-0.6346, -0.4121, -1.3019], [-0.0457, 0.2444, 0.3324], [0.0548, -0.0214, 0.1984], [-3.1943, -0.9658, -0.4591], [0.2686, -0.4001, -0.3015], [-0.0643, 0.0634, -0.0850], [0.0201, 0.2766, -0.0201], [-0.0733, 0.0585, -0.0690], [-0.0451, -0.0322, 0.0075], [0.0002, 0.1162, 0.0242], [-0.0254, 0.0000, 0.1108], [0.0967, -0.0343, 0.1486], [0.1033, -0.0976, -0.0585], [-0.1435, -0.0212, -0.1333], [0.0450, -0.0075, -0.0177], [-0.0892, 0.0500, -0.1008], [-0.0957, -0.0020, 0.1592], [-0.0686, 0.2083, 0.0976], [0.0588, -0.0922, 0.0757], [-0.0762, 0.0209, 0.0741], [0.0971, -0.0337, -0.0226], [-2.1044, 1.6096, -3.3724], [4.7509, -6.1175, 5.2439], [-1.0848, 0.8067, -0.6303], [-0.2367, -0.2240, 0.3371], [-0.0760, -0.0792, -0.1331], [-0.9153, 0.7106, -1.2330], [0.6199, -0.0671, 0.3245], [-0.0996, -0.0161, 0.1779], [-0.8234, 3.3410, -0.3862], [-0.4134, -0.2440, -0.3464], [0.0696, 0.0432, -0.1159], [0.2521, -0.0177, -0.0605], [0.0804, 0.0229, -0.0597], [-0.0329, 0.0214, 0.0464], [0.0357, -0.0059, -0.0357], [0.0043, 0.0568, 0.0990], [-0.0068, -0.0869, 0.0838], [-0.3584, 0.0563, 0.0664], [-0.0058, 0.1174, -0.0681], [-0.0153, -0.0376, -0.0363], [0.0527, 0.0795, -0.0993], [0.0134, 0.0760, 0.1491], [0.2306, 0.0593, 0.0930], [-0.0789, -0.0212, 0.1064], [0.0415, 0.0759, 0.0523], [-0.0522, -0.1055, -0.0088], [-2.3462, -1.7933, -3.0788], [4.4812, 0.4474, 7.7356], [-0.9884, 0.0183, -0.9956], [-0.2257, 0.2395, 0.3658], [-0.0966, -0.1510, -0.0131], [-0.6727, -0.5847, -1.1804], [0.3733, 0.2362, 0.0911], [0.0099, 0.1276, 0.1554], [-0.4206, 1.6776, -2.9732], [-0.5992, -0.4135, -0.0150], [0.0395, -0.0577, -0.0899], [0.2426, -0.1080, -0.0204], [0.0752, -0.0509, -0.0516], [-0.0223, 0.0570, 0.0138], [0.0356, -0.0367, -0.0157], [0.0199, 0.1100, 0.0068], [-0.0160, 0.0713, 0.1568], [-0.1479, -0.0612, 0.0535], [-0.0134, -0.0335, -0.1944], [-0.0264, -0.0406, 0.0233], [0.0424, -0.0497, -0.1253], [0.0633, 0.1768, 0.0213], [0.2170, 0.0640, -0.0643], [-0.0311, 0.1174, 0.0967], [0.0976, 0.0141, -0.0480], [-0.0899, -0.0839, 0.0792]]
}

---

{
  "formula": "C2H10N2O2",
  "method": "wB97M-V/def2-TZVPD",
  "charge": 0,
  "multiplicity": 1,
  "relative_energy_kcal_mol": 47.8,
  "e_lumo_ev": 0.72,
  "smiles": "[H]/N=C/NC.O.O",
  "symbols": ["C", "N", "C", "N", "H", "H", "H", "H", "H", "H", "H", "H", "O", "H", "H", "O"],
  "positions_angstrom": [[-0.7328, -1.5399, 2.6837], [-1.0272, -1.4873, 1.2669], [-0.6314, -0.7312, 0.2753], [-0.2842, 0.4555, 0.6577], [-0.2292, -2.4665, 2.9768], [-0.1893, -0.6486, 3.1286], [-1.7135, -1.5553, 3.1589], [-1.6632, -2.1762, 1.2438], [-0.6634, -0.9529, -0.7933], [-0.0563, 1.2251, -0.0176], [3.2560, 4.6618, -0.0681], [3.5878, 5.7031, -0.9627], [3.0855, 4.9158, -0.9624], [-0.5616, -2.2338, -3.6906], [-1.3661, -1.7751, -4.8111], [-0.8110, -1.3945, -4.0861]],
  "forces_ev_per_angstrom": [[0.6117, 2.0931, 1.3065], [1.3061, -1.6154, 2.2902], [0.9279, 4.9874, -0.5715], [0.4694, 1.0857, -0.6738], [0.2002, 0.1278, -0.2674], [-0.5516, -1.0701, -0.9744], [0.0372, 0.0389, 0.4027], [-2.5276, -2.9206, -2.0846], [-0.4429, -0.8698, 0.2893], [-0.0321, -1.8400, 0.2630], [-0.2126, -0.9021, 0.9879], [0.7906, 1.6452, -0.6915], [-0.5821, -0.7470, -0.2970], [0.4498, 0.0401, 0.5523], [0.4662, 1.0102, 0.5630], [-0.9101, -1.0634, -1.0946]]
}

---

{
  "formula": "C2H2N2",
  "method": "wB97M-V/def2-TZVPD",
  "charge": 0,
  "multiplicity": 1,
  "relative_energy_kcal_mol": 94.9,
  "e_lumo_ev": [-1.97, -1.23],
  "smiles": "C=C1N=N1",
  "symbols": ["C", "C", "N", "N", "H", "H"],
  "positions_angstrom": [[1.3700, 0.5086, 0.6001], [0.2014, 0.0347, 0.1227], [1.9805, 1.3851, 1.3927], [2.7203, 0.0883, 0.8695], [-0.1023, -0.9264, -0.3951], [-0.6317, 0.8128, 0.0405]],
  "forces_ev_per_angstrom": [[-0.1229, -2.3457, -0.2220], [-1.9602, 1.3952, -1.0507], [2.3462, -3.3126, -1.6614], [-2.7446, 4.2189, 1.5800], [1.3239, 1.2014, 0.8584], [1.1577, -1.1572, 0.4957]]
}